[1]
Computed, not measured: C3H10IN2 as an isolated structure, with the ωB97M-V functional and the def2-TZVPD basis.

Structure (XYZ):
```
16
Properties=species:S:1:pos:R:3:lowdin_charge:R:1
C -1.315 -0.642 1.057 -0.06
C -0.525 0.267 0.199 -0.26
C 0.906 -0.810 -0.762 -0.65
N 0.204 1.346 0.975 0.10
N 1.123 -0.751 -2.103 0.00
I 2.800 -0.623 0.253 0.93
H -1.515 -1.629 0.634 0.10
H -2.251 -0.195 1.258 0.07
H -0.871 -0.524 2.103 0.12
H -0.984 0.704 -0.617 0.09
H 0.577 -1.763 -0.558 0.03
H 1.113 0.691 1.231 0.03
H -0.316 1.689 1.767 0.14
H 0.369 2.173 0.286 0.21
H 1.373 0.028 -2.666 0.10
H 0.781 -1.461 -2.599 0.05
```

HOMO ... -12.82 eV
LUMO energy ... -3.38 eV
Total charge ... +1
Frontier orbital gap ... 9.4 eV
Maximum force ... 4.44 eV/Å
Multiplicity ... 1
Energy relative to the best compared isomer or geometry (same formula, charge and spin) ... 226.7 kJ/mol
Molar mass ... 201.0 g mol⁻¹
Calculated total energy ... -14345.0477 eV

***

[2]
Computed, not measured: C3H10N as an isolated structure, with the ωB97M-V functional and the def2-TZVPD basis.

Structure (XYZ):
```
14
Properties=species:S:1:pos:R:3:lowdin_charge:R:1
C 0.429 0.924 -0.352 -0.21
C 0.029 -0.323 0.516 -0.16
C 0.540 -1.710 0.261 -0.04
N -0.772 1.706 -0.593 0.00
H 0.914 0.456 -1.217 0.13
H 1.054 1.566 0.260 0.13
H 0.204 -0.010 1.548 0.16
H -1.178 -0.424 0.730 0.19
H -0.239 -2.363 0.656 0.10
H 1.354 -1.972 0.942 0.11
H 0.843 -2.020 -0.736 0.10
H -0.580 2.699 -0.595 0.10
H -1.298 -0.036 0.019 0.28
H -1.299 1.507 -1.439 0.10
```

HOMO ... -15.03 eV
LUMO energy ... -4.48 eV
Total charge ... +1
Frontier orbital gap ... 10.6 eV
Maximum force ... 1.77 eV/Å
Multiplicity ... 1
Energy relative to the best compared isomer or geometry (same formula, charge and spin) ... 375.1 kJ/mol
Molar mass ... 60.1 g mol⁻¹
Calculated total energy ... -4752.9777 eV

***

[3]
Computed, not measured: a 2-piece molecular cluster, C3H10N2 overall, with the ωB97M-V functional and the def2-TZVPD basis.

Structure (XYZ):
```
15
Properties=species:S:1:pos:R:3:lowdin_charge:R:1
C -2.389 0.227 0.774 -0.44
N -2.315 0.682 -0.517 -0.23
H -2.190 -0.827 1.003 -0.06
H -2.408 0.911 1.605 -0.08
H -2.128 -0.118 -1.117 -0.09
C 0.879 -1.306 -0.149 -0.16
N 1.954 -0.351 -0.424 -0.20
C 1.664 0.970 0.079 -0.18
H 1.204 -2.284 -0.492 0.06
H 0.020 -1.055 -0.777 0.06
H 0.556 -1.322 0.888 0.06
H 2.822 -0.710 -0.045 0.07
H 0.935 1.479 -0.559 0.07
H 1.236 1.003 1.088 0.06
H 2.550 1.603 0.071 0.06
```

HOMO (spin up / spin down) ... 0.90 / -3.32 eV
LUMO energy (spin up / spin down) ... 3.96 / 3.94 eV
Total charge ... -1
Frontier orbital gap (spin up / spin down) ... 3.1 / 7.3 eV
Maximum force ... 0.99 eV/Å
Multiplicity ... 2
Energy relative to the best compared isomer or geometry (same formula, charge and spin) ... 128.8 kJ/mol
Molar mass ... 74.1 g mol⁻¹
Calculated total energy ... -6250.6697 eV

***

[4]
Computed, not measured: a 2-piece molecular cluster, C3H10N2 overall, with the ωB97M-V functional and the def2-TZVPD basis.

Structure (XYZ):
```
15
Properties=species:S:1:pos:R:3:lowdin_charge:R:1
C -1.451 3.076 0.881 -0.16
N -0.310 3.638 0.716 0.00
H -1.864 3.066 1.883 0.04
H -2.248 3.297 0.093 0.08
H -0.162 3.538 -0.301 0.03
C -0.571 -1.713 -0.212 -0.14
C 0.858 -1.616 -0.719 -0.37
N 1.599 -2.877 -0.554 -0.03
H -0.662 -2.324 0.705 0.06
H -0.946 -0.606 0.012 0.10
H -1.263 -2.125 -0.925 0.05
H 0.683 -1.243 -1.762 0.10
H 1.527 -0.851 -0.254 0.11
H 1.808 -2.868 0.485 0.09
H 1.083 -3.692 -0.769 0.03
```

HOMO ... -9.24 eV
LUMO energy ... 0.80 eV
Total charge ... 0
Frontier orbital gap ... 10.0 eV
Maximum force ... 3.81 eV/Å
Multiplicity ... 1
Structure (SMILES) ... C=N.CCN
Energy relative to the best compared isomer or geometry (same formula, charge and spin) ... 218.1 kJ/mol
Molar mass ... 74.1 g mol⁻¹
Calculated total energy ... -6251.1680 eV

***

[5]
Computed, not measured: a 2-piece molecular cluster, C3H10N2 overall, with the ωB97M-V functional and the def2-TZVPD basis.

Structure (XYZ):
```
15
Properties=species:S:1:pos:R:3:lowdin_charge:R:1
C -1.144 2.205 -1.565 -0.19
N -0.867 1.534 -0.301 -0.09
H -2.032 2.828 -1.549 0.06
H -0.338 2.840 -1.901 0.05
H -1.342 1.448 -2.323 0.06
H -0.655 0.741 0.293 0.02
H -1.209 2.127 0.452 0.05
C 1.978 -1.230 0.934 -0.02
C 0.737 -1.683 1.047 -0.31
N -0.371 -1.292 0.251 0.00
H 2.315 -0.665 0.062 0.06
H 2.671 -1.547 1.715 0.05
H 0.578 -2.252 1.968 0.10
H 0.024 -0.806 -0.556 0.07
H -0.677 -2.164 -0.191 0.09
```

HOMO ... -8.31 eV
LUMO energy ... 1.09 eV
Total charge ... 0
Frontier orbital gap ... 9.4 eV
Maximum force ... 4.05 eV/Å
Multiplicity ... 1
Structure (SMILES) ... C=CN.CN
Energy relative to the best compared isomer or geometry (same formula, charge and spin) ... 220.9 kJ/mol
Molar mass ... 74.1 g mol⁻¹
Calculated total energy ... -6251.1386 eV

***

[6]
Computed, not measured: a 3-piece molecular cluster, C3H10N2 overall, with the ωB97M-V functional and the def2-TZVPD basis.

Structure (XYZ):
```
15
Properties=species:S:1:pos:R:3:lowdin_charge:R:1
C -0.709 0.388 1.009 -0.14
C -0.574 -1.562 -0.368 -0.11
C -0.591 1.540 0.117 -0.21
H -1.679 -0.035 1.217 0.05
H 0.087 0.195 1.712 0.05
H -1.554 1.977 -0.151 0.07
H 0.066 2.311 0.532 0.07
H -1.564 -1.312 -0.739 0.04
H -0.128 -2.284 -1.067 0.03
H -0.622 -2.052 0.600 0.03
H 0.000 1.230 -0.846 0.06
N 2.144 0.180 -0.084 0.00
N 1.621 -0.088 -1.135 0.00
H 0.315 -0.761 -0.651 -0.02
H 3.187 0.273 -0.147 0.08
```

HOMO (spin up / spin down) ... -6.94 / -8.46 eV
LUMO energy (spin up / spin down) ... -0.22 / 0.70 eV
Total charge ... 0
Frontier orbital gap (spin up / spin down) ... 6.7 / 9.2 eV
Maximum force ... 3.04 eV/Å
Multiplicity ... 1
Energy relative to the best compared isomer or geometry (same formula, charge and spin) ... 558.6 kJ/mol
Molar mass ... 74.1 g mol⁻¹
Calculated total energy ... -6247.6388 eV

***

[7]
Computed, not measured: a 2-piece molecular cluster, C3H10N2 overall, with the ωB97M-V functional and the def2-TZVPD basis.

Structure (XYZ):
```
15
Properties=species:S:1:pos:R:3:lowdin_charge:R:1
C -5.190 0.716 -3.578 -0.11
N -3.999 1.051 -3.165 0.00
H -5.191 -0.148 -4.110 0.02
H -6.153 1.074 -3.330 0.05
H -4.066 1.179 -2.131 0.05
C 2.145 -1.370 2.666 -0.12
C 2.536 -0.041 2.025 -0.36
N 3.827 -0.136 1.320 -0.05
H 2.997 -1.899 3.273 0.10
H 1.244 -1.415 3.228 0.05
H 2.090 -2.041 1.788 0.07
H 1.796 0.511 1.438 0.09
H 2.814 0.757 2.833 0.11
H 4.418 0.667 1.489 0.05
H 4.312 -0.923 1.763 0.05
```

HOMO ... -9.00 eV
LUMO energy ... 0.70 eV
Total charge ... 0
Frontier orbital gap ... 9.7 eV
Maximum force ... 4.49 eV/Å
Multiplicity ... 1
Structure (SMILES) ... C=N.CCN
Energy relative to the best compared isomer or geometry (same formula, charge and spin) ... 294.6 kJ/mol
Molar mass ... 74.1 g mol⁻¹
Calculated total energy ... -6250.3753 eV

***

[8]
Computed, not measured: a 2-piece molecular cluster, C3H10N2 overall, with the ωB97M-V functional and the def2-TZVPD basis.

Structure (XYZ):
```
15
Properties=species:S:1:pos:R:3:lowdin_charge:R:1
C 1.682 -0.797 -2.106 -0.21
N 0.558 -1.682 -1.857 -0.10
H 1.365 -0.253 -2.902 0.04
H 1.760 0.034 -1.342 0.09
H 2.550 -1.343 -1.978 0.04
H 0.525 -2.049 -0.895 0.06
H 0.530 -2.174 -2.779 0.08
C -0.795 2.236 1.434 -0.01
C -1.089 1.027 2.093 -0.33
N -1.242 -0.219 1.659 0.02
H -0.503 2.230 0.439 0.00
H -0.693 3.084 2.125 0.03
H -1.446 1.084 3.086 0.08
H -1.638 -0.911 2.325 0.11
H -1.563 -0.267 0.700 0.10
```

HOMO ... -7.92 eV
LUMO energy ... 0.99 eV
Total charge ... 0
Frontier orbital gap ... 8.9 eV
Maximum force ... 5.06 eV/Å
Multiplicity ... 1
Structure (SMILES) ... C=CN.CN
Energy relative to the best compared isomer or geometry (same formula, charge and spin) ... 237.6 kJ/mol
Molar mass ... 74.1 g mol⁻¹
Calculated total energy ... -6250.9653 eV

***

[9]
Computed, not measured: a 2-piece molecular cluster, C3H10N2O overall, with the ωB97M-V functional and the def2-TZVPD basis.

Structure (XYZ):
```
16
Properties=species:S:1:pos:R:3:lowdin_charge:R:1
C -1.822 0.852 1.221 -0.13
C -0.896 0.704 0.032 -0.56
C 0.281 0.116 0.224 -0.30
N 1.211 -0.336 -0.772 -0.06
N -1.372 1.181 -1.187 -0.02
H -2.601 1.581 1.060 0.04
H -1.223 1.247 2.047 0.06
H -2.271 -0.100 1.522 0.06
H 0.553 -0.186 1.221 0.09
H 0.787 -0.306 -1.699 -0.03
H 1.994 0.313 -0.902 0.03
H -2.374 1.015 -1.301 0.01
H -0.802 0.912 -2.003 -0.04
H 3.034 -3.091 0.001 0.01
H 2.493 -1.624 0.011 -0.03
O 3.007 -2.276 0.526 -0.14
```

HOMO (spin up / spin down) ... 1.11 / -3.84 eV
LUMO energy (spin up / spin down) ... 4.15 / 4.01 eV
Total charge ... -1
Frontier orbital gap (spin up / spin down) ... 3.0 / 7.8 eV
Maximum force ... 0.68 eV/Å
Multiplicity ... 2
Energy relative to the best compared isomer or geometry (same formula, charge and spin) ... 35.6 kJ/mol
Molar mass ... 90.1 g mol⁻¹
Calculated total energy ... -8299.2944 eV

***

[10]
Computed, not measured: one molecule with the formula C3H10N2O, with the ωB97M-V functional and the def2-TZVPD basis.

Structure (XYZ):
```
16
Properties=species:S:1:pos:R:3:lowdin_charge:R:1
C -0.216 0.790 -0.657 -0.23
C 0.811 0.758 -1.791 -0.28
O 0.422 -0.040 -2.875 -0.05
N -0.249 -0.334 0.218 -0.08
C -0.823 -0.551 1.501 -0.35
N 0.178 -1.022 2.443 0.00
H 0.013 1.718 -0.122 0.12
H -1.167 0.888 -1.210 0.12
H 1.875 0.692 -1.552 0.12
H 0.767 1.795 -2.142 0.11
H 0.547 -0.967 -2.721 0.07
H 0.060 -1.201 -0.188 0.11
H -1.338 0.389 1.762 0.11
H -1.612 -1.311 1.539 0.11
H -0.263 -1.171 3.335 0.06
H 0.996 -0.433 2.461 0.06
```

HOMO ... -8.43 eV
LUMO energy ... 1.00 eV
Total charge ... 0
Frontier orbital gap ... 9.4 eV
Maximum force ... 1.98 eV/Å
Multiplicity ... 1
Structure (SMILES) ... NCNCCO
Energy relative to the best compared isomer or geometry (same formula, charge and spin) ... 171.2 kJ/mol
Molar mass ... 90.1 g mol⁻¹
Calculated total energy ... -8299.7298 eV